1.
Entry from the OMol25 dataset: an isolated molecule of C2BrCl4NO at a distorted geometry (ωB97M-V with the def2-TZVPD basis set).

```
! RIJCOSX wB97M-V def2-TZVPD def2/J DEFGRID3
* xyz 0 3
C -1.33033 0.79495 0.28268
C 1.07856 -0.55201 0.01862
N -0.63821 -0.19075 -0.11673
O -1.12639 -1.08428 -0.78409
Cl -3.04634 0.77244 0.15377
Cl -0.55935 2.13448 1.08256
Cl 1.98010 -0.51632 1.42852
Cl 1.21842 -2.09484 -0.75095
Br 2.42354 0.73633 -1.31438
*
```

- DFT total energy: -125736.165 eV

Mulliken atomic charge list, values in e, 2 entries: number 1, C, carries 0.4425; number 2, C, carries 0.0816

2.
Entry from the OMol25 dataset: a cluster of 3 separate species, C2BrFNO4 in total at a distorted geometry (ωB97M-V with the def2-TZVPD basis set).

```
! RIJCOSX wB97M-V def2-TZVPD def2/J DEFGRID3
* xyz -1 1
C 4.73826 2.04289 0.14120
C -3.38230 -0.32022 -0.36955
N -0.67441 -3.06468 0.35349
O 4.76251 1.84196 1.27728
O -3.19748 -0.58068 -1.52191
O 4.82966 2.16442 -1.00331
O 0.52100 -2.90400 0.32128
F -4.15764 -0.86414 0.61533
Br -3.43960 1.68445 0.18621
*
```

- DFT total energy: -84511.617 eV

Mulliken atomic charge list, values in e, 2 entries: number 1, C, carries 0.7029; number 2, C, carries 0.2776

3.
Entry from the OMol25 dataset: a cluster of 2 separate species, C2Cl2F2O in total at a distorted geometry (ωB97M-V with the def2-TZVPD basis set).

```
! RIJCOSX wB97M-V def2-TZVPD def2/J DEFGRID3
* xyz 0 1
C 2.36810 0.02763 -0.25017
C -1.28164 -0.01975 0.01080
O 1.56389 0.88036 -0.44914
F -1.26333 1.29920 -0.59727
F -1.44673 0.15882 1.32855
Cl 2.40412 -1.32212 0.73736
Cl -2.34441 -1.02414 -0.78014
*
```

- DFT total energy: -34597.241 eV

Mulliken atomic charge list, values in e, 2 entries: number 1, C, carries 0.3244; number 2, C, carries 0.4263

4.
Entry from the OMol25 dataset: the ion C2Cl2NO3P with charge -2 at a distorted geometry (ωB97M-V with the def2-TZVPD basis set).

```
! RIJCOSX wB97M-V def2-TZVPD def2/J DEFGRID3
* xyz -2 1
C 1.31549 0.05985 0.97861
C 0.83680 -0.26039 -0.32310
N 1.65294 0.30165 2.05366
O 1.33355 -1.03540 -1.12668
O -1.66213 -0.34488 -1.66616
O -1.39782 -1.48952 0.62101
P -1.10182 -0.35055 -0.29477
Cl -2.15122 1.32743 0.66562
Cl 1.17420 1.79181 -0.90818
*
```

- DFT total energy: -44042.993 eV
- SMILES string: N#C[C@]([O-])(Cl)[P@@](=O)([O-])Cl

Mulliken atomic charge list, values in e, 2 entries: number 1, C, carries 0.2102; number 2, C, carries 0.5708

5.
Entry from the OMol25 dataset: an isolated molecule of C2Cl2O3 at a distorted geometry (ωB97M-V with the def2-TZVPD basis set).

```
! RIJCOSX wB97M-V def2-TZVPD def2/J DEFGRID3
* xyz 0 1
C -1.26239 0.36576 0.42042
C 1.46534 -0.33412 0.71631
O -1.99972 0.84135 1.23212
O 1.97209 -0.79714 1.64490
O 0.08230 0.30670 0.78725
Cl 1.89278 -0.38611 -0.86108
Cl -1.60150 -0.18136 -1.13913
*
```

- DFT total energy: -33260.055 eV
- SMILES string: O=C(Cl)OC(=O)Cl

Mulliken atomic charge list, values in e, 2 entries: number 1, C, carries 0.6358; number 2, C, carries 0.5379

6.
Entry from the OMol25 dataset: an isolated molecule of C2Cl2S at a distorted geometry (ωB97M-V with the def2-TZVPD basis set).

```
! RIJCOSX wB97M-V def2-TZVPD def2/J DEFGRID3
* xyz 0 1
C -0.67967 0.24235 -0.29143
C 0.69510 0.04558 -0.07265
S -0.03025 -1.57408 0.23381
Cl -2.19868 0.67101 0.03935
Cl 2.21351 0.61514 0.09092
*
```

- DFT total energy: -37950.198 eV
- SMILES string: ClC1=C(Cl)S1

Mulliken atomic charge list, values in e, 2 entries: number 1, C, carries 0.0822; number 2, C, carries 0.3451

7.
Entry from the OMol25 dataset: a structure of composition C2Cl2S at a distorted geometry (ωB97M-V with the def2-TZVPD basis set).

```
! RIJCOSX wB97M-V def2-TZVPD def2/J DEFGRID3
* xyz 0 3
C -0.11555 0.38707 -0.48450
C 0.42014 0.15670 0.67989
S 0.62830 0.20734 2.24627
Cl -0.09256 0.53428 -2.06862
Cl -0.84032 -1.28538 -0.37305
*
```

- DFT total energy: -37948.168 eV

Mulliken atomic charge list, values in e, 2 entries: number 1, C, carries 0.4764; number 2, C, carries 0.0472

8.
Entry from the OMol25 dataset: an isolated molecule of C2Cl3F3 at a distorted geometry (ωB97M-V with the def2-TZVPD basis set).

```
! RIJCOSX wB97M-V def2-TZVPD def2/J DEFGRID3
* xyz 0 3
C 0.44531 -0.74902 -0.08186
C -0.43232 0.69414 0.07329
F 1.59583 -0.54148 -0.68648
F -0.27029 -1.61068 -0.79343
F 0.66114 -1.27211 1.11362
Cl -0.77990 1.28197 -1.54673
Cl -1.88409 0.39828 0.99974
Cl 0.66434 1.79891 0.92186
*
```

- DFT total energy: -47786.778 eV

Mulliken atomic charge list, values in e, 2 entries: number 1, C, carries 0.5019; number 2, C, carries 0.3485

9.
Entry from the OMol25 dataset: a cluster of 2 separate species, C2ClF2NO3 in total at a distorted geometry (ωB97M-V with the def2-TZVPD basis set).

```
! RIJCOSX wB97M-V def2-TZVPD def2/J DEFGRID3
* xyz 0 1
C 0.88500 0.00434 0.92028
C 1.07809 0.27162 -0.46900
N -1.82030 -0.39602 -0.31883
O 0.09181 0.53192 1.61440
O -2.02441 -0.71592 0.76477
O -2.19237 0.30333 -1.15574
F 1.56622 -1.09827 1.24258
F 1.84799 -0.55950 -1.23742
Cl 0.56796 1.65850 -1.36104
*
```

- DFT total energy: -27658.402 eV

Mulliken atomic charge list, values in e, 2 entries: number 1, C, carries 0.4661; number 2, C, carries 0.4670

10.
Entry from the OMol25 dataset: a cluster of 2 separate species, C2ClF3 in total at a distorted geometry (ωB97M-V with the def2-TZVPD basis set).

```
! RIJCOSX wB97M-V def2-TZVPD def2/J DEFGRID3
* xyz 0 1
C 0.23643 0.57637 0.01037
C -0.69583 -0.31761 0.00540
F 0.48252 1.82564 -0.01388
F 2.88883 -0.61636 -0.04032
F -0.51497 -1.61768 0.00581
Cl -2.39698 0.14963 0.03262
*
```

- DFT total energy: -22741.077 eV

Mulliken atomic charge list, values in e, 2 entries: number 1, C, carries 0.3466; number 2, C, carries 0.4229

11.
Entry from the OMol25 dataset: the ion C2ClO2S with charge -1 at a distorted geometry (ωB97M-V with the def2-TZVPD basis set).

```
! RIJCOSX wB97M-V def2-TZVPD def2/J DEFGRID3
* xyz -1 1
C 0.72435 -0.25021 -0.12410
C 1.13535 0.40898 1.50368
O -0.84025 0.78663 -2.14423
O -0.62690 -0.81369 -0.12274
S -0.14333 -0.40128 -1.63194
Cl -0.24921 0.26958 2.51934
*
```

- DFT total energy: -29521.070 eV

Mulliken atomic charge list, values in e, 2 entries: number 1, C, carries 0.0063; number 2, C, carries -0.3846

12.
Entry from the OMol25 dataset: a structure of composition C2CsF6NO4S2 at a distorted geometry (ωB97M-V with the def2-TZVPD basis set).

```
! RIJCOSX wB97M-V def2-TZVPD def2/J DEFGRID3
* xyz 1 2
Cs -1.84605 3.35560 -2.38318
C -1.78848 -1.29950 0.65788
F -2.42872 -2.47827 0.39522
F -2.75296 -0.57625 1.27761
F -0.80614 -1.44332 1.56438
S -0.97102 -0.39525 -0.95789
O -1.60363 -1.12847 -2.10117
O -1.29187 1.01536 -0.77924
N 0.75531 -0.82305 -0.98966
S 1.64223 0.43750 -0.67583
O 2.94095 0.11791 -1.24921
O 1.19924 1.77738 -1.16857
C 1.75174 0.35258 1.25064
F 2.67300 1.24953 1.74329
F 0.57215 0.79509 1.71609
F 1.95432 -0.95680 1.69961
*
```

- DFT total energy: -50265.644 eV

Mulliken atomic charge list, values in e, 2 entries: number 1, Cs, carries 1.0359; number 2, C, carries 0.6612

13.
Entry from the OMol25 dataset: an isolated molecule of C2F2O at a distorted geometry (ωB97M-V with the def2-TZVPD basis set).

```
! RIJCOSX wB97M-V def2-TZVPD def2/J DEFGRID3
* xyz 0 1
C 0.51872 0.08723 -0.05261
C -0.89190 -0.03105 -0.18205
O 0.99487 -0.99752 0.17186
F 1.12350 1.06707 -0.72068
F -1.74520 -0.12573 0.78348
*
```

- DFT total energy: -9552.343 eV

Mulliken atomic charge list, values in e, 2 entries: number 1, C, carries 0.6323; number 2, C, carries 0.0122

14.
Entry from the OMol25 dataset: a structure of composition C2F2O3STm at a distorted geometry (ωB97M-V with the def2-TZVPD basis set).

```
! RIJCOSX wB97M-V def2-TZVPD def2/J DEFGRID3
* xyz 0 4
Tm -0.04004 0.31538 2.03533
S -1.44558 -0.59402 -0.60322
O -0.30179 -1.24489 0.42979
C -1.29896 1.11000 0.02706
F -0.70691 1.93167 -0.94219
F -2.57434 1.67798 0.13999
O 2.11672 -0.13637 0.32822
C 1.94434 -1.09548 -0.35831
O 2.30655 -1.96426 -1.05668
*
```

- DFT total energy: -54013.081 eV

Mulliken atomic charge list, values in e, 2 entries: number 1, Tm, carries 0.6943; number 2, S, carries 0.0377

15.
Entry from the OMol25 dataset: a structure of composition C2F3LuNO6S2 at a distorted geometry (ωB97M-V with the def2-TZVPD basis set).

```
! RIJCOSX wB97M-V def2-TZVPD def2/J DEFGRID3
* xyz 0 2
N 1.11481 0.60874 -0.54096
S 0.21473 0.98747 0.83058
O -1.27921 1.03878 0.42243
S 0.65879 -0.52068 -1.52363
O -0.50071 -1.35369 -1.06765
O 1.78106 -1.27991 -2.07703
C -0.04080 0.34362 -3.01961
F -1.08665 1.08234 -2.68916
F 0.88894 1.12395 -3.55340
F -0.41560 -0.55808 -3.91537
O 0.86500 0.82154 5.01979
C 0.15428 -0.07070 4.77270
O -0.77110 -0.79073 4.76630
O 0.22805 -0.30570 1.70219
Lu -1.81159 -1.12696 0.87280
*
```

- DFT total energy: -79291.838 eV

Mulliken atomic charge list, values in e, 2 entries: number 1, N, carries -0.3964; number 2, S, carries 0.6231

16.
Entry from the OMol25 dataset: a structure of composition C2F3NO3S2Y at a distorted geometry (ωB97M-V with the def2-TZVPD basis set).

```
! RIJCOSX wB97M-V def2-TZVPD def2/J DEFGRID3
* xyz 0 2
N 0.77606 -1.81308 0.81950
S 2.39026 -1.40252 0.23083
S -0.40885 -0.96495 0.26260
C -0.47935 -1.14790 -1.65721
F 0.25587 -0.28610 -2.35280
F -0.12167 -2.38143 -2.00594
F -1.75722 -0.97577 -2.02400
O -2.02394 2.04933 2.30683
C -0.92590 2.28477 1.97514
O 0.15053 2.76680 2.09038
O -0.02665 0.60772 0.22948
Y 2.17086 1.26312 0.12519
*
```

- DFT total energy: -40570.429 eV

Mulliken atomic charge list, values in e, 2 entries: number 1, N, carries -0.3363; number 2, S, carries -0.3613

17.
Entry from the OMol25 dataset: a structure of composition C2F4OS at a distorted geometry (ωB97M-V with the def2-TZVPD basis set).

```
! RIJCOSX wB97M-V def2-TZVPD def2/J DEFGRID3
* xyz 0 1
C 0.36852 0.17207 0.02597
C -1.06136 -0.18373 -0.01322
O 2.91197 -0.01288 0.02742
F 0.67117 1.88079 0.01170
F -1.69035 0.18206 -1.13080
F -1.77479 0.27502 1.01490
F -1.12345 -1.53488 0.04019
S 1.69827 -0.77844 0.02384
*
```

- DFT total energy: -25823.334 eV

Mulliken atomic charge list, values in e, 2 entries: number 1, C, carries 0.1491; number 2, C, carries 0.8326

18.
Entry from the OMol25 dataset: a cluster of 2 separate species, C2F6NO3S in total at a distorted geometry (ωB97M-V with the def2-TZVPD basis set).

```
! RIJCOSX wB97M-V def2-TZVPD def2/J DEFGRID3
* xyz -1 1
C 2.19117 -1.09953 -0.66710
C -0.85184 1.32845 -0.55335
N -2.11374 -0.02978 1.59874
O -2.29719 -1.04490 2.17929
O -2.47867 1.05589 1.89164
O 1.79988 0.01690 -0.82318
F 2.48742 -1.53007 0.62526
F 1.30485 -2.16414 -1.10181
F 3.41879 -1.40839 -1.24327
F -0.31489 1.31108 -1.76335
F -0.19167 2.20470 0.15600
F -2.19780 1.67419 -0.67450
S -0.75630 -0.31440 0.37563
*
```

- DFT total energy: -36846.158 eV

Mulliken atomic charge list, values in e, 2 entries: number 1, C, carries 0.6789; number 2, C, carries 0.6936

19.
Entry from the OMol25 dataset: a cluster of 2 separate species, C2F6NO3S in total at a distorted geometry (ωB97M-V with the def2-TZVPD basis set).

```
! RIJCOSX wB97M-V def2-TZVPD def2/J DEFGRID3
* xyz -1 1
C -2.98254 -0.32500 0.16497
C -0.83621 0.68631 -0.36034
N -1.94591 0.57928 0.30730
O 3.84247 0.46145 1.47027
O 1.82654 -0.39811 0.29728
O 3.56652 0.63703 -0.95463
F -3.29317 -0.42694 -1.18754
F -2.70826 -1.54277 0.67919
F -4.12952 0.13124 0.81097
F 3.92837 -1.55711 0.00870
F -0.40701 0.04232 -1.37159
F -0.10481 1.75527 -0.12168
S 3.24354 -0.04294 0.25711
*
```

- DFT total energy: -36849.383 eV

Mulliken atomic charge list, values in e, 2 entries: number 1, C, carries 0.8481; number 2, C, carries 0.7338